Entry 1:
A structure of composition C24H31NO9P4S2V in a non-equilibrium geometry, computed with ωB97M-V/def2-TZVPD.

Structure (XYZ):
```
72
Properties=species:S:1:pos:R:3:mulliken_spin:R:1
V -0.34 -0.50 -0.22 1.104
O -2.32 -0.78 -2.54 0.001
P -2.44 -1.83 -1.35 0.006
O -3.37 -2.92 -1.56 -0.001
O -0.94 -2.10 -1.02 0.013
O -2.82 -0.85 -0.06 0.003
P -2.77 0.80 0.17 0.011
O -3.78 1.34 -0.93 -0.001
O -3.16 1.12 1.54 0.000
O -1.35 1.12 -0.34 0.007
H -3.15 -0.61 -3.00 0.000
H -4.53 1.77 -0.51 0.000
N 0.44 -0.75 1.26 -0.115
P 0.30 -1.71 2.56 0.007
C 1.75 -1.47 3.58 -0.004
C 2.40 -0.24 3.53 -0.001
C 3.50 -0.02 4.34 0.000
C 3.94 -1.01 5.21 0.000
C 3.29 -2.24 5.25 0.000
C 2.20 -2.47 4.43 0.000
C 0.19 -3.45 2.15 -0.010
C 0.91 -3.90 1.04 0.005
C 0.88 -5.24 0.70 0.003
C 0.13 -6.13 1.45 0.000
C -0.57 -5.69 2.56 0.000
C -0.55 -4.35 2.91 -0.001
C -1.15 -1.26 3.49 -0.007
C -2.40 -1.76 3.12 0.003
C -3.54 -1.34 3.78 0.000
C -3.44 -0.40 4.80 -0.001
C -2.21 0.11 5.17 0.000
C -1.06 -0.32 4.52 -0.001
H 2.08 0.52 2.83 0.002
H 4.02 0.93 4.30 0.000
H 4.80 -0.83 5.84 0.000
H 3.65 -3.02 5.91 0.000
H 1.71 -3.44 4.46 0.000
H 1.50 -3.20 0.46 0.000
H 1.43 -5.58 -0.17 0.000
H 0.10 -7.18 1.17 0.000
H -1.15 -6.39 3.15 0.000
H -1.10 -4.01 3.78 0.000
H -2.49 -2.46 2.30 -0.001
H -4.51 -1.72 3.48 0.000
H -4.34 -0.07 5.31 0.000
H -2.13 0.84 5.96 0.000
H -0.10 0.08 4.81 0.000
C 3.57 2.22 -3.21 -0.001
C 4.62 1.80 -2.21 0.000
C 5.87 1.24 -2.86 0.000
O 4.15 0.84 -1.22 -0.003
P 3.20 -0.42 -1.34 0.012
S 3.49 -1.66 0.09 -0.004
S 1.32 0.40 -1.52 -0.031
O 3.57 -0.91 -2.81 0.005
C 3.23 -2.15 -3.48 0.004
C 4.24 -3.21 -3.10 0.001
C 1.80 -2.58 -3.25 -0.010
H 4.01 2.98 -3.86 0.000
H 2.70 2.65 -2.73 -0.001
H 3.25 1.39 -3.84 0.001
H 4.88 2.66 -1.59 0.000
H 5.62 0.38 -3.49 0.000
H 6.59 0.92 -2.10 0.000
H 6.34 2.00 -3.48 0.000
H 3.36 -1.89 -4.53 0.000
H 4.19 -3.43 -2.03 0.000
H 5.26 -2.89 -3.34 0.000
H 4.03 -4.13 -3.65 0.000
H 1.60 -2.75 -2.19 0.006
H 1.63 -3.52 -3.78 0.000
H 1.08 -1.85 -3.61 0.001
```

Results
- frontier orbital gap (alpha / beta) (eV) = 7.535 / 8.170
- ΔE to the lowest compared entry with this formula, charge and spin (kJ/mol) = 0.00
- spin multiplicity = 2
- HOMO (alpha / beta) (eV) = -8.36 / -8.36
- DFT total energy (Ha) = -4771.3253

Entry 2:
A structure of composition C23H16AsO6Rh in a non-equilibrium geometry, computed with ωB97M-V/def2-TZVPD.

Structure (XYZ):
```
47
Properties=species:S:1:pos:R:3:mulliken_spin:R:1
O 3.35 -2.80 -8.36 -0.001
C 2.85 -2.13 -7.57 -0.003
Rh 1.57 0.78 -3.71 2.444
O 0.83 -1.91 -2.81 0.168
C 1.07 -0.79 -2.84 -0.031
C 1.22 2.81 -0.78 0.146
O 1.63 3.33 0.20 0.036
C 0.09 1.83 -4.14 0.052
O -0.75 2.18 -4.83 0.161
C 3.23 1.45 -3.85 0.017
O 4.23 1.56 -4.42 0.235
H 1.75 -0.06 -4.86 -0.023
O -0.11 1.11 -0.75 0.708
As -0.40 0.24 0.66 0.015
C -1.42 -1.31 0.17 0.064
C -2.38 -1.24 -0.85 0.017
C -3.10 -2.36 -1.22 -0.006
C -2.85 -3.59 -0.59 0.009
C -1.89 -3.68 0.45 0.007
C -1.19 -2.52 0.82 -0.003
C 1.27 -0.25 1.47 0.006
C 1.60 0.22 2.75 -0.004
C 2.82 -0.13 3.32 0.002
C 3.72 -0.96 2.64 -0.002
C 3.39 -1.44 1.35 0.006
C 2.16 -1.08 0.77 0.007
C -1.43 1.52 1.69 -0.008
C -2.72 1.18 2.12 -0.002
C -3.46 2.13 2.83 0.000
C -2.92 3.39 3.10 -0.001
C -1.65 3.73 2.64 0.001
C -0.92 2.79 1.92 -0.001
H -2.55 -0.28 -1.35 -0.003
H -3.86 -2.31 -2.01 0.000
H -3.39 -4.49 -0.89 0.000
H -1.70 -4.64 0.95 0.001
H -0.44 -2.58 1.62 0.001
H 0.89 0.85 3.29 0.000
H 3.08 0.24 4.32 0.000
H 4.68 -1.24 3.09 0.000
H 4.08 -2.08 0.81 0.000
H 1.90 -1.46 -0.22 -0.009
H -3.13 0.19 1.89 0.001
H -4.47 1.88 3.16 0.000
H -3.50 4.13 3.67 0.000
H -1.23 4.71 2.82 0.000
H 0.07 3.06 1.54 -0.007
```

Results
- net charge = +2
- frontier orbital gap (alpha / beta) (eV) = 8.002 / 4.145
- ΔE to the lowest compared entry with this formula, charge and spin (kJ/mol) = 80.83
- spin multiplicity = 5
- HOMO (alpha / beta) (eV) = -14.93 / -14.93
- DFT total energy (Ha) = -3682.9085

Entry 3:
A cluster of 2 separate species, C8H11N2O in total in a non-equilibrium geometry, computed with ωB97M-V/def2-TZVPD.

Structure (XYZ):
```
22
Properties=species:S:1:pos:R:3:nbo_charge:R:1
C 1.84 1.81 1.33 -0.092
C 0.94 1.04 1.56 -0.110
C -0.86 -0.80 0.01 0.811
C 0.14 1.13 -2.09 0.326
C 0.00 0.14 2.14 -0.139
C -0.80 -0.77 1.55 -0.096
C -1.69 -1.84 1.97 -0.640
C 1.38 -0.93 -1.95 -0.428
N 0.46 0.08 -1.48 -0.427
N -0.73 2.04 -1.55 -0.778
O -1.58 -1.38 -0.66 -0.379
H 2.71 2.37 1.18 0.252
H 0.54 1.25 -3.04 0.194
H 0.15 0.33 3.16 0.268
H -2.73 -1.62 1.75 0.256
H -1.70 -1.75 3.05 0.253
H -1.38 -2.79 1.70 0.250
H 1.38 -1.13 -2.97 0.216
H 2.28 -0.39 -1.64 0.228
H 1.12 -1.87 -1.42 0.216
H -0.79 2.13 -0.56 0.406
H -0.67 2.96 -2.03 0.410
```

Results
- net charge = +1
- frontier orbital gap (eV) = 9.002
- ΔE to the lowest compared entry with this formula, charge and spin (kJ/mol) = 548.09
- spin multiplicity = 1
- HOMO (eV) = -13.63
- DFT total energy (Ha) = -495.7738

Entry 4:
The ion C5H9N2 with charge +1 in a non-equilibrium geometry, computed with ωB97M-V/def2-TZVPD.

Structure (XYZ):
```
16
Properties=species:S:1:pos:R:3:nbo_charge:R:1
C -0.90 -1.71 -0.06 0.332
C 0.10 0.45 0.03 -0.266
C 1.40 -0.29 0.05 0.170
C 2.67 0.55 -0.01 -0.582
C -2.26 0.20 -0.05 -0.456
N 1.43 -1.49 0.15 -0.126
N -1.02 -0.45 -0.06 -0.336
H -1.72 -2.45 -0.03 0.234
H 0.02 0.86 1.06 0.260
H -0.05 1.36 -0.59 0.271
H 2.32 1.44 0.46 0.236
H 2.65 0.58 -1.11 0.256
H 3.35 -0.11 0.41 0.258
H -2.42 0.64 -1.10 0.247
H -3.07 -0.51 0.11 0.245
H -2.51 0.93 0.72 0.258
```

Results
- net charge = +1
- frontier orbital gap (alpha / beta) (eV) = 8.611 / 9.582
- ΔE to the lowest compared entry with this formula, charge and spin (kJ/mol) = 626.34
- spin multiplicity = 1
- HOMO (alpha / beta) (eV) = -14.38 / -14.91
- DFT total energy (Ha) = -304.9915

Entry 5:
A cluster of 2 separate species, C4H11NO3P in total in a non-equilibrium geometry, computed with ωB97M-V/def2-TZVPD.

Structure (XYZ):
```
20
Properties=species:S:1:pos:R:3:nbo_charge:R:1
C -0.69 0.93 1.30 -0.725
C -1.62 1.00 -1.09 -0.652
C 0.52 -1.76 0.36 -0.300
C -0.52 0.40 -0.14 0.064
N 0.90 -0.46 -2.98 -0.304
O 1.67 -0.05 2.63 -1.335
O -0.59 -1.06 -0.18 -0.600
O 1.43 0.54 -2.25 -0.602
P 1.30 1.12 -0.75 0.801
H -0.60 2.08 1.43 0.195
H -1.60 0.61 1.77 0.199
H 0.04 0.53 1.98 0.331
H -1.54 2.04 -1.06 0.213
H -2.62 0.41 -0.89 0.211
H -1.46 0.67 -2.09 0.208
H 0.92 -2.33 -0.48 0.143
H 0.15 -2.39 1.20 0.185
H 1.26 -1.06 0.80 0.269
H 2.61 -0.02 2.79 0.408
H 0.44 -1.21 -2.35 0.293
```

Results
- net charge = -1
- frontier orbital gap (alpha / beta) (eV) = 6.362 / 6.113
- ΔE to the lowest compared entry with this formula, charge and spin (kJ/mol) = 743.32
- spin multiplicity = 1
- HOMO (alpha / beta) (eV) = -3.30 / -3.24
- DFT total energy (Ha) = -780.6541